1.
{"formula": "C16H32O4", "method": "ωB97M-V with the def2-TZVPD basis set", "smiles": "C1CCOC1.C1CCOC1.C1CCOC1.C1CCOC1", "e_homo_ev": -9.287, "total_energy_ev": -25299.081, "de_lowest_kcal_mol": 0.0, "symbols": ["O", "O", "O", "O", "C", "C", "C", "C", "C", "C", "C", "C", "C", "C", "C", "C", "C", "C", "C", "C", "H", "H", "H", "H", "H", "H", "H", "H", "H", "H", "H", "H", "H", "H", "H", "H", "H", "H", "H", "H", "H", "H", "H", "H", "H", "H", "H", "H", "H", "H", "H", "H"], "xyz": [[3.29009, 0.12971, 2.03639], [1.76410, 0.33329, -2.26662], [-1.17348, -1.24953, 1.27791], [-2.39038, 0.92000, -2.77594], [4.08404, -1.02514, 3.97086], [2.40525, -0.94991, 2.34307], [-1.63923, 2.93236, -1.82233], [0.72699, -1.58142, -3.14808], [-2.25627, -1.58360, 2.14278], [-3.15444, 3.04189, -2.09797], [-1.23040, 1.77497, -2.71801], [1.62491, -0.38552, -3.49367], [-2.50564, 0.67250, 1.38311], [-3.31711, -0.48330, 1.95931], [4.47787, -0.11029, 2.78979], [-3.55173, 1.59058, -2.37580], [1.88340, -0.64643, -1.23158], [2.56810, -1.09113, 3.84295], [1.12463, -1.90824, -1.71305], [-1.52015, -0.09023, 0.51657], [-1.52915, 2.63482, -0.77544], [5.21713, -0.61357, 2.15703], [-0.47469, 1.09961, -2.32961], [1.83206, -2.73896, -1.73197], [-0.59039, 0.42339, 0.27006], [-1.85851, -1.52892, 3.16097], [-3.68679, 3.50320, -1.26814], [2.07559, -1.95867, 4.27816], [2.08450, -0.20080, 4.25355], [4.40918, -0.65887, 4.94600], [1.46241, -0.17692, -0.34768], [-4.08122, -0.80612, 1.24600], [0.35038, -2.17200, -0.99376], [2.64494, -0.67926, -3.78433], [-3.95319, 1.13460, -1.45989], [-3.32498, 3.65693, -2.98634], [1.40054, -0.70721, 1.99603], [-1.98481, -0.37506, -0.43801], [-1.00685, 2.13859, -3.72619], [-3.83862, -0.28750, 2.89581], [1.19628, 0.21952, -4.29015], [4.86154, 0.85913, 3.10340], [-2.64523, -2.57752, 1.92584], [-3.12596, 1.37207, 0.82485], [-4.32104, 1.52568, -3.14874], [-1.99386, 1.20862, 2.18573], [2.71397, -1.83809, 1.76854], [0.93707, -2.42688, -3.80368], [-0.31084, -1.28381, -3.29767], [-1.12860, 3.87269, -2.00560], [2.94432, -0.88695, -1.10943], [4.51425, -2.02227, 3.86494]], "forces_ev_per_a": [[-0.1, -0.2, 0.0], [-0.5, 0.1, -0.4], [0.1, 0.0, -0.3], [0.3, -0.4, -0.3], [0.0, 0.0, 0.4], [0.0, 0.0, -0.6], [-0.6, -0.3, 0.4], [0.2, 0.1, -0.4], [0.0, 0.7, 0.3], [0.4, 0.2, -0.4], [-0.8, -0.3, 0.0], [0.4, -0.4, 0.5], [-0.1, 0.0, 0.2], [-0.2, -0.5, 0.0], [0.0, -0.1, 0.0], [-0.6, 0.6, 0.5], [0.0, 0.1, -0.6], [-0.5, 0.1, -0.3], [0.6, 0.1, 0.5], [0.1, -0.2, -0.3], [0.3, 0.2, 0.0], [0.1, 0.1, 0.0], [0.6, 0.5, -0.1], [-0.1, -0.1, 0.1], [0.0, 0.2, 0.2], [-0.1, -0.3, 0.0], [-0.1, -0.1, 0.0], [0.2, -0.2, 0.0], [0.2, 0.0, 0.2], [0.0, 0.2, -0.1], [0.2, -0.2, 0.2], [0.1, 0.0, -0.1], [-0.3, 0.0, -0.3], [-0.2, -0.3, -0.3], [0.0, -0.1, -0.1], [0.0, 0.0, 0.0], [0.0, 0.2, 0.2], [0.0, 0.0, 0.1], [0.2, -0.2, 0.0], [0.1, 0.2, 0.0], [0.0, 0.4, 0.2], [0.1, 0.0, 0.0], [0.1, -0.1, 0.0], [0.1, 0.1, 0.0], [0.0, -0.1, 0.0], [0.1, 0.0, -0.1], [0.1, -0.1, 0.3], [-0.1, 0.0, -0.1], [-0.1, -0.1, 0.3], [0.2, -0.1, 0.0], [0.0, 0.1, 0.3], [0.0, 0.0, -0.1]]}

2.
{"formula": "C16H32O4PS", "method": "ωB97M-V with the def2-TZVPD basis set", "total_charge": 1, "e_homo_ev": -11.361, "total_energy_ev": -45414.106, "symbols": ["S", "P", "O", "O", "O", "O", "C", "C", "C", "C", "C", "C", "C", "C", "C", "C", "C", "C", "C", "C", "C", "C", "H", "H", "H", "H", "H", "H", "H", "H", "H", "H", "H", "H", "H", "H", "H", "H", "H", "H", "H", "H", "H", "H", "H", "H", "H", "H", "H", "H", "H", "H", "H", "H"], "xyz": [[-0.01274, -0.62482, 2.19144], [0.62962, -0.47272, 0.10556], [0.72075, -2.40174, -3.21271], [0.34483, -3.90549, 3.95301], [1.71171, 0.83702, -0.06419], [0.69731, 6.48421, -1.00497], [-1.29257, 0.66093, 2.57683], [-0.87664, -0.14308, -0.99378], [0.70740, -3.90449, -5.04667], [-0.61259, -2.84221, 3.80168], [-0.69709, -2.34515, 2.28701], [2.07890, -2.76878, -3.50228], [-2.81743, -0.51041, 4.87455], [2.02329, -4.05266, -4.30877], [2.10926, 6.37048, -1.22985], [-3.40062, -0.74203, 3.44361], [2.51659, 4.98539, -0.76204], [1.25743, 4.18412, -1.02535], [-2.32876, -0.47196, 5.98535], [0.16978, 5.19091, -0.69634], [-2.79654, 0.22586, 2.34418], [-0.15746, -3.20983, -4.01189], [1.20592, 3.91070, -2.08379], [-1.10020, 1.10482, 3.60499], [2.28991, 6.49718, -2.30215], [-0.74630, 5.02236, -1.26671], [1.22120, -3.46933, 3.91013], [-3.41267, 1.18022, 2.36119], [2.88389, -4.17964, -4.96572], [-4.50968, -0.51288, 3.53651], [-2.17660, -0.63581, 7.08277], [-0.64254, -3.93470, -3.34905], [-1.21423, 0.92930, -0.86940], [-0.50954, -0.34061, -2.04894], [-2.90053, -0.16604, 1.28271], [2.53047, -1.95562, -4.07960], [-0.24063, -1.97371, 4.42859], [2.63101, 7.16488, -0.69327], [-1.72154, -2.44719, 1.82260], [2.02888, 0.98346, 0.85782], [-3.30642, -1.83534, 3.19118], [-0.92755, -2.58030, -4.46227], [2.63466, -2.88326, -2.56917], [-1.60840, -3.13582, 4.24255], [3.39790, 4.60301, -1.27815], [0.28562, -4.85039, -5.38703], [-1.68288, -0.90124, -0.78586], [0.84149, -3.25643, -5.91779], [1.18557, 3.27097, -0.43348], [-1.09352, 1.51940, 1.85463], [-0.01227, -2.99712, 1.65659], [1.97617, -4.91472, -3.63656], [2.72923, 5.00071, 0.31162], [-0.07613, 5.17472, 0.37220]], "forces_ev_per_a": [[-0.6, 0.9, 0.2], [0.9, -1.3, -2.2], [0.0, -0.1, 0.0], [-0.3, 1.1, -0.5], [-2.1, -0.9, 1.8], [0.1, -0.4, 0.1], [-1.1, 1.2, -0.1], [0.5, 0.9, 0.2], [-0.1, 0.1, -0.4], [0.7, 0.8, 0.6], [-0.4, -1.1, -0.2], [0.2, 0.3, 0.0], [-0.1, -0.5, -1.2], [0.1, -0.3, 0.2], [0.0, 0.2, -0.2], [-0.1, 0.6, 1.3], [0.2, 0.0, 0.3], [-0.1, -0.2, -0.3], [-0.9, -0.6, 0.6], [-0.1, 0.3, 0.2], [0.1, 0.5, 0.1], [-0.2, -0.1, 0.2], [0.0, 0.0, 0.1], [-0.3, -1.0, -1.1], [0.1, 0.0, 0.0], [0.0, 0.1, 0.0], [-0.6, -0.6, 0.1], [0.9, -1.0, 0.0], [0.0, 0.0, 0.0], [1.3, -0.4, -0.2], [0.1, 0.6, -1.8], [-0.1, 0.0, -0.1], [0.1, -1.3, -0.3], [-0.2, 0.3, 1.2], [0.0, 0.2, 1.4], [0.1, 0.0, 0.0], [-0.7, -0.8, -0.6], [-0.1, 0.0, 0.0], [1.1, 0.5, 0.5], [0.3, 0.2, -0.9], [0.0, 1.2, 0.3], [0.1, 0.1, 0.1], [-0.1, 0.1, 0.0], [1.1, 0.0, -0.8], [0.0, 0.0, 0.0], [0.0, 0.1, 0.0], [0.8, 0.8, 0.0], [0.0, -0.1, 0.0], [0.0, 0.0, 0.0], [0.1, -1.2, 0.7], [-0.6, 1.0, 0.7], [0.1, 0.0, 0.0], [0.0, 0.0, -0.1], [-0.1, -0.1, 0.0]]}

3.
{"formula": "C16H33BBeCl4F5NaO16PRb", "method": "ωB97M-V with the def2-TZVPD basis set", "e_homo_ev": -8.752, "total_energy_ev": -128986.894, "symbols": ["Rb", "Cl", "Cl", "Cl", "Cl", "P", "Na", "F", "F", "F", "F", "F", "O", "O", "O", "O", "O", "O", "O", "O", "O", "O", "O", "O", "O", "O", "O", "O", "C", "C", "C", "C", "C", "C", "C", "C", "C", "C", "C", "C", "C", "C", "C", "C", "B", "Be", "H", "H", "H", "H", "H", "H", "H", "H", "H", "H", "H", "H", "H", "H", "H", "H", "H", "H", "H", "H", "H", "H", "H", "H", "H", "H", "H", "H", "H", "H", "H", "H", "H"], "xyz": [[0.64891, -1.97723, 1.38114], [-5.29818, 5.64285, -1.13525], [-4.58663, 3.19358, 1.13681], [4.30590, -2.22165, -2.44567], [-0.98683, 4.13661, 4.28920], [2.75095, -0.97324, -3.07092], [-4.82318, 7.86787, -0.24369], [3.77266, 3.28745, -5.88119], [1.74826, 2.95944, -6.93614], [2.73810, -7.47667, 0.55855], [3.23730, 1.19416, -6.69935], [3.71010, 2.93050, -8.14600], [-1.36618, 4.32076, 2.90370], [-0.37375, -3.48176, -0.45902], [1.49824, -1.92379, -0.80964], [0.06618, -2.63159, -2.46704], [0.22954, 3.37512, 4.35142], [4.36790, 2.89229, -0.86358], [1.24343, -4.88667, 1.45573], [2.60778, 3.06627, -2.12882], [-2.04083, 3.41253, 4.98607], [-4.23740, -0.87967, 5.41248], [-2.70101, -0.26215, 6.88384], [-0.27311, -1.63762, 6.07553], [3.40095, 0.44875, -3.50190], [-0.79818, 5.41565, 4.91167], [-0.53375, -2.00930, 8.82409], [-1.95773, 1.65005, -8.32393], [1.13784, -5.45565, 0.11993], [2.46182, -5.39703, -0.63978], [-2.87711, 0.95692, 4.87052], [-3.31530, -0.13935, 5.78405], [2.75267, 0.18450, -0.50057], [-1.09580, 0.54223, -8.57840], [2.28928, 1.65158, -0.26063], [-0.08348, -4.88364, -0.70521], [-0.71031, -3.10451, 7.92943], [1.75151, -0.66115, -1.48322], [-1.18413, -2.58426, 6.58607], [-0.37882, 0.11918, -7.31294], [-3.44175, 4.35339, 0.43318], [3.06514, 2.60256, -1.16497], [0.39230, -2.63567, -1.36454], [-4.07747, 5.69081, 0.18348], [3.12223, 2.59970, -6.91857], [-2.09119, 0.26421, -1.26551], [-1.09837, -0.15694, -6.53735], [2.79837, -6.43200, -0.90896], [-1.71182, -0.27114, -8.96376], [-0.96704, -5.43364, -0.35892], [-1.40581, 2.36969, -7.99567], [-1.82687, 0.81838, 4.60832], [0.22234, 0.94310, -6.92083], [0.27804, -0.73211, -7.50170], [-1.40796, -1.66070, 9.03846], [-2.99381, 1.93355, 5.35845], [-3.47109, 0.96342, 3.94851], [0.84793, -0.10814, -1.75789], [-3.30846, 6.40927, -0.12226], [-1.42452, -3.81685, 8.35172], [0.04008, -1.13785, 6.84720], [3.43303, 0.48989, -4.48965], [-0.37563, 0.82575, -9.35169], [-3.04334, 3.92095, -0.48244], [0.90231, -6.51665, 0.26286], [-1.29549, -3.39694, 5.86422], [0.32234, -4.88407, 1.77347], [2.58408, 1.90025, 0.77339], [0.26101, -3.58922, 7.82973], [2.40031, -4.84148, -1.59385], [-4.56854, 6.07159, 1.08464], [1.20895, 1.79827, -0.30944], [-2.14850, -2.05273, 6.68097], [4.48032, 2.89516, 0.09857], [-2.62314, 4.46807, 1.14426], [0.04585, -5.11074, -1.76828], [3.76762, 0.11563, -0.90123], [2.76406, -0.31104, 0.51432], [3.24691, -5.00710, 0.01446]], "forces_ev_per_a": [[-0.5, 0.4, 3.6], [-0.3, -0.4, -0.3], [-0.1, 0.1, -0.1], [-0.4, 0.7, 0.4], [0.5, 0.2, 0.3], [-0.6, -0.7, -2.1], [-0.3, 1.4, 0.0], [-0.1, -0.2, 0.1], [0.1, -0.3, 0.1], [0.2, -0.4, 0.1], [-0.1, -0.2, 0.4], [-0.1, -0.2, 0.1], [-0.3, 0.0, -0.3], [2.4, 1.4, -0.9], [-2.0, -0.7, -2.5], [-0.3, 0.9, -3.0], [-0.1, -0.2, -0.1], [-0.3, -0.3, 0.9], [-0.9, 0.6, -0.9], [-1.4, 0.9, -2.4], [0.3, 1.0, -0.2], [0.2, -0.8, 1.2], [-0.8, -0.7, 0.3], [0.0, -0.2, 0.0], [-0.4, -1.0, 0.7], [-0.2, 0.0, -0.1], [0.1, -0.1, -0.1], [-0.2, 0.0, 0.0], [-0.5, -0.2, -0.8], [0.0, 0.3, 0.2], [-0.2, -0.7, 0.3], [0.5, 1.9, -1.9], [-1.9, -0.8, 0.4], [0.2, 0.2, 0.2], [1.5, -0.2, 0.9], [0.3, -1.1, 1.2], [-0.4, 0.3, 0.4], [3.4, 1.3, 0.9], [0.4, -0.1, -0.2], [0.1, 0.0, 0.2], [0.3, -0.3, 0.2], [0.4, -0.3, 1.2], [0.3, -1.6, 2.6], [0.3, -0.2, 0.3], [0.1, 0.5, -0.2], [0.0, 0.0, 0.0], [-0.1, -0.1, -0.1], [-0.2, 0.2, 0.4], [-0.1, 0.1, 0.0], [-0.1, 0.5, -0.1], [0.0, -0.1, 0.0], [0.0, 0.1, 0.1], [0.1, -0.1, -0.1], [0.0, 0.0, 0.0], [0.1, 0.1, 0.0], [0.0, -0.5, -0.1], [-0.1, 0.0, 0.1], [0.0, -0.3, 0.2], [0.3, -0.4, -0.1], [0.0, -0.1, -0.2], [0.0, 0.1, -0.1], [0.0, 0.5, 0.2], [0.1, -0.2, 0.0], [-0.1, 0.1, -0.1], [0.1, 0.2, -0.1], [0.0, 0.1, -0.1], [0.5, -0.3, 0.2], [-0.2, -0.1, -0.2], [0.0, 0.0, 0.0], [0.1, 0.1, 0.3], [0.0, -0.4, 0.1], [0.2, 0.0, -0.4], [-0.1, -0.4, 0.3], [0.2, -0.2, -0.2], [0.0, 0.1, 0.1], [0.0, 0.3, 0.1], [-0.1, 0.2, 0.2], [0.1, 0.2, -1.1], [-0.1, 0.1, -0.3]]}

4.
{"formula": "C16H33BFNO10P", "method": "ωB97M-V with the def2-TZVPD basis set", "total_charge": -1, "e_homo_ev": -3.787, "total_energy_ev": -51775.773, "symbols": ["P", "F", "O", "O", "O", "O", "O", "O", "O", "O", "O", "O", "N", "C", "C", "C", "C", "C", "C", "C", "C", "C", "C", "C", "C", "C", "C", "C", "C", "B", "H", "H", "H", "H", "H", "H", "H", "H", "H", "H", "H", "H", "H", "H", "H", "H", "H", "H", "H", "H", "H", "H", "H", "H", "H", "H", "H", "H", "H", "H", "H", "H", "H"], "xyz": [[0.33578, 1.63178, 0.73692], [-2.34977, 5.71405, -1.08847], [-1.12780, -3.73741, 3.04150], [-1.77011, 2.54615, -2.31444], [-1.88192, -2.28293, -2.32152], [0.12914, -1.90629, 3.46335], [-1.29377, 1.32382, 1.07356], [-0.32534, 5.75693, -1.99461], [-2.04871, -4.43761, -2.98341], [-3.67477, 2.17292, -1.47273], [0.97851, -3.99534, 3.41616], [-1.38875, -3.83693, -0.91247], [-2.66568, 1.65320, -1.76966], [-0.76569, 4.17879, -0.17625], [-3.82764, -1.99129, -3.75882], [-2.32704, -1.85485, -3.61754], [2.96841, 1.60733, -1.99740], [1.74202, 3.57317, -0.99349], [0.88056, 2.55552, 2.26147], [4.23463, 3.45051, -0.95242], [2.93611, 2.62699, -0.85951], [-1.79916, -3.59437, -2.15915], [-2.28320, -2.89750, 2.96073], [0.00278, -3.08941, 3.32382], [-1.04765, 5.24617, -1.16658], [2.41416, -3.13986, 5.19443], [2.27134, -3.45279, 3.72035], [-0.39529, 2.18342, -2.00948], [-1.35962, -5.22058, -0.56735], [0.23715, 2.97110, -0.70350], [4.22552, 4.01980, -1.88125], [-0.31438, 4.63940, 0.70363], [-1.32776, 0.61785, 1.71691], [2.05457, 1.02634, -2.04328], [0.19561, 2.34821, -2.90915], [5.11901, 2.81381, -0.93466], [1.60298, 3.33188, 2.02088], [-1.79716, -2.41104, -4.39037], [-2.11830, -2.06781, 2.27743], [-0.37942, 1.09981, -1.84803], [-2.37693, -5.60391, -0.49033], [3.12410, 2.16053, -2.92263], [-2.04181, -0.80828, -3.69788], [1.90074, 4.47392, -0.39766], [-0.79804, -5.80386, -1.29366], [3.83870, 0.96503, -1.86982], [-2.54616, -2.52445, 3.94966], [-4.13203, -3.03705, -3.71585], [2.45612, -2.57283, 3.10548], [1.73316, -2.34312, 5.49028], [-4.15631, -1.57391, -4.71069], [2.97722, 2.12118, 0.10464], [1.34809, 1.85961, 2.95300], [3.43301, -2.82183, 5.41575], [-3.09255, -3.51345, 2.57983], [2.18228, -4.02098, 5.79490], [-4.33016, -1.46013, -2.95000], [-1.72363, 3.77936, 0.15121], [1.74369, 3.92173, -2.03110], [2.98054, -4.22381, 3.42448], [0.00749, 2.98164, 2.75577], [4.29202, 4.16693, -0.13550], [-0.87890, -5.29524, 0.40448]], "forces_ev_per_a": [[0.7, -0.6, -0.1], [0.3, -0.1, -0.1], [-0.1, 0.0, 0.0], [-0.4, 0.4, 0.2], [0.1, 0.0, 0.0], [-0.1, 0.3, 0.1], [-0.1, 0.5, 0.1], [-1.3, -0.7, 1.4], [0.0, -0.1, -0.1], [-0.4, 0.1, -0.3], [0.0, -0.1, 0.0], [0.0, -0.1, 0.1], [0.7, -0.2, 0.1], [-0.3, -0.3, -0.3], [-0.1, -0.2, 0.2], [-0.2, 0.3, -0.3], [0.2, 0.3, 0.5], [-0.4, -0.6, 0.0], [-0.3, -0.2, -0.1], [-0.3, -0.1, 0.1], [0.7, 0.7, -0.4], [0.0, 0.1, 0.0], [-0.2, 0.1, -0.1], [0.1, -0.2, -0.1], [1.1, 0.8, -1.2], [-0.2, 0.0, 0.1], [0.4, 0.1, 0.1], [0.4, -0.5, 0.2], [0.0, -0.2, 0.2], [-0.2, 0.5, 0.2], [0.1, 0.1, -0.1], [0.1, 0.2, 0.0], [-0.1, -0.3, 0.1], [-0.1, -0.2, -0.1], [-0.2, 0.3, -0.3], [0.2, 0.0, 0.0], [0.0, 0.2, -0.1], [0.0, -0.1, 0.1], [0.1, 0.0, 0.0], [-0.1, -0.1, 0.0], [0.0, -0.1, -0.1], [-0.2, 0.0, -0.3], [0.1, 0.0, 0.2], [0.1, 0.1, 0.2], [-0.1, 0.0, -0.1], [0.0, -0.3, 0.0], [0.1, 0.1, 0.0], [0.0, 0.0, -0.1], [-0.1, 0.0, 0.0], [0.0, 0.0, -0.1], [0.0, 0.0, 0.0], [-0.3, -0.2, 0.1], [0.1, -0.1, 0.1], [0.0, 0.0, 0.0], [0.1, -0.1, 0.0], [0.1, 0.0, 0.0], [0.0, 0.1, 0.0], [-0.1, 0.0, 0.1], [0.0, 0.2, -0.1], [-0.1, -0.1, 0.0], [0.0, 0.3, 0.0], [0.1, 0.1, 0.1], [0.0, 0.2, 0.0]]}

- Which formula does entry 1 have?
  C16H32O4